1.
{
  "formula": "C48H58ClGeIN3OP2Y",
  "method": "the ωB97M-V functional and the def2-TZVPD basis",
  "species": ["H", "C", "H", "H", "N", "H", "C", "C", "H", "C", "H", "H", "H", "H", "H", "O", "C", "H", "C", "C", "C", "H", "C", "H", "H", "C", "N", "H", "H", "C", "C", "C", "C", "C", "C", "H", "H", "H", "C", "C", "C", "C", "H", "C", "H", "H", "H", "H", "H", "C", "C", "H", "P", "C", "C", "C", "C", "H", "H", "H", "H", "H", "C", "C", "H", "H", "H", "H", "Ge", "H", "H", "P", "H", "H", "H", "C", "H", "H", "Y", "C", "N", "H", "H", "H", "H", "C", "H", "C", "C", "I", "H", "H", "C", "C", "C", "H", "C", "C", "H", "C", "C", "C", "C", "H", "H", "C", "Cl", "H", "C", "H", "C", "H", "H", "C", "C", "H"],
  "coordinates": [[0.076, 3.186, -1.789], [3.034, -2.061, 4.521], [1.421, 3.516, -3.748], [4.425, 4.191, 1.621], [0.610, -0.259, -2.398], [2.914, 3.635, -2.815], [3.472, 4.158, 1.082], [2.102, -1.645, 2.316], [-2.544, -4.655, 0.726], [-4.101, 0.086, 3.235], [0.924, -5.479, -0.756], [0.300, -3.725, 2.538], [2.592, -0.404, -1.798], [-4.321, -1.968, 0.923], [1.999, 5.456, -1.063], [-1.391, 1.714, -0.426], [-3.186, -0.973, 3.354], [2.950, -3.505, 2.961], [3.574, -2.154, -0.097], [-2.412, -0.558, -2.290], [2.746, -0.740, 4.866], [3.484, 4.959, 0.342], [-3.693, -0.035, -2.020], [2.011, -0.609, -6.059], [4.523, -0.776, 1.281], [1.929, 3.164, -2.846], [-1.942, -0.232, 1.426], [4.502, 3.429, -1.274], [-1.134, 5.097, 3.015], [0.628, 2.770, 1.280], [0.497, 1.672, 2.162], [1.945, -0.412, -2.669], [2.719, -2.483, 3.240], [-0.290, 1.831, 3.313], [-3.502, 1.630, -3.739], [-4.932, 0.181, 3.917], [4.175, 1.696, -1.252], [2.089, -4.293, -1.359], [1.395, -3.910, 0.673], [2.107, 0.102, 3.986], [-0.222, -0.172, -3.514], [-2.450, 1.841, 0.344], [-5.209, 1.406, -2.455], [-4.721, -2.557, 0.093], [-0.486, 0.967, 3.936], [5.467, -3.169, -0.075], [-4.606, -2.895, -3.402], [3.510, -2.729, 5.229], [3.448, -2.228, -1.181], [-4.213, -3.719, -2.803], [-0.683, 4.140, 2.781], [-3.291, -1.700, 4.149], [1.573, 2.334, -0.231], [0.046, 3.987, 1.610], [2.483, -0.536, -3.916], [-4.433, 3.121, 1.038], [4.394, 2.560, -0.622], [-5.075, 3.981, 0.919], [-3.393, -5.537, -0.544], [-1.138, -2.252, -2.189], [3.411, 2.036, 1.204], [2.064, 2.086, -2.943], [-4.228, 1.027, -2.720], [-2.211, 1.192, -3.980], [0.142, 4.835, 0.951], [-3.535, -4.300, -3.434], [-0.178, -5.121, 1.554], [0.243, 5.373, -0.814], [-3.260, -3.054, -1.163], [4.096, -4.270, 0.036], [-3.910, 2.466, -4.295], [1.819, -2.100, 0.587], [-4.264, -0.477, -1.212], [-1.687, -5.123, -0.753], [0.381, -3.860, -1.236], [4.471, -3.298, 0.360], [-1.603, 1.712, -4.711], [2.676, 4.360, 1.796], [-0.374, -0.184, -0.239], [-4.695, 2.181, 2.016], [1.088, 0.470, 1.781], [1.907, 1.122, 4.283], [-1.450, -1.915, 2.544], [3.024, -0.373, 5.849], [5.097, -0.621, -0.393], [4.219, -0.802, 0.232], [3.510, 0.017, 0.083], [1.631, -0.486, -5.053], [-0.865, 3.050, 3.620], [-2.835, 4.408, -1.185], [4.577, -3.305, 1.446], [-1.480, 3.144, 4.508], [0.265, -0.276, -4.800], [-2.777, 0.872, 1.340], [3.295, 2.793, 0.419], [-5.046, -4.365, -2.513], [1.707, -0.321, 2.685], [-3.888, 1.048, 2.212], [-5.166, -3.467, 0.502], [1.064, 5.048, -1.448], [-1.644, 0.132, -3.271], [-3.324, 2.936, 0.236], [1.188, -4.418, -0.753], [5.358, 2.390, -0.132], [-0.680, -3.490, 1.084], [1.101, 3.527, -1.605], [-6.079, 2.453, 3.059], [3.556, -0.657, -4.026], [-2.158, -1.098, 2.459], [2.210, -4.467, 1.144], [0.135, -4.075, 1.517], [0.887, 5.492, -2.434], [-5.509, -1.979, -0.392], [-2.638, -4.770, -0.354], [-1.889, -1.733, -1.581], [-0.446, -0.209, -5.616]],
  "lowdin_charge": [0.055, -0.136, 0.077, 0.071, -0.076, 0.058, -0.115, -0.328, -0.002, -0.096, 0.074, 0.065, 0.045, -0.004, 0.054, -0.297, -0.132, 0.088, -0.530, -0.340, -0.118, 0.054, -0.081, 0.057, 0.084, -0.125, -0.055, 0.060, 0.092, -0.316, -0.345, -0.245, -0.136, -0.049, -0.146, 0.053, 0.050, 0.064, -0.561, -0.041, -0.274, -0.437, 0.098, -0.218, 0.113, 0.074, 0.002, 0.078, 0.082, -0.231, -0.099, 0.085, 1.109, -0.105, -0.146, -0.221, -0.142, 0.075, 0.006, 0.016, 0.086, 0.041, -0.113, -0.058, 0.072, 0.001, 0.078, 0.010, 0.808, 0.060, 0.081, 1.076, 0.076, -0.008, 0.059, -0.119, 0.104, 0.060, 1.357, -0.620, -0.081, 0.097, 0.080, 0.090, 0.081, -0.135, 0.024, -0.151, -0.087, 0.908, 0.062, 0.098, -0.083, -0.172, -0.523, -0.002, -0.317, -0.207, 0.009, -0.132, -0.164, -0.617, -0.122, 0.072, 0.041, -0.522, 0.599, 0.079, -0.194, 0.083, -0.136, 0.071, 0.009, -0.235, -0.364, 0.097],
  "e_homo_ev": [0.048, 0.450],
  "total_charge": -2,
  "e_lumo_ev": [3.96, 3.96],
  "orbital_gap_ev": [3.915, 3.514]
}



2.
{
  "formula": "C48H58F32O25",
  "method": "the ωB97M-V functional and the def2-TZVPD basis",
  "species": ["H", "O", "C", "C", "H", "O", "H", "O", "C", "C", "F", "F", "H", "C", "C", "H", "F", "C", "C", "H", "H", "H", "H", "H", "F", "H", "F", "C", "C", "F", "C", "O", "H", "O", "C", "O", "H", "C", "O", "H", "C", "H", "C", "H", "C", "F", "F", "H", "C", "C", "C", "H", "H", "H", "O", "O", "H", "O", "H", "C", "C", "C", "O", "C", "O", "H", "F", "H", "H", "F", "H", "F", "C", "F", "H", "H", "C", "H", "C", "C", "O", "F", "H", "C", "H", "H", "F", "C", "H", "F", "C", "F", "C", "O", "H", "H", "O", "O", "F", "H", "C", "H", "H", "C", "O", "H", "H", "C", "C", "C", "F", "F", "H", "H", "F", "C", "F", "H", "H", "H", "H", "F", "C", "O", "F", "C", "C", "H", "F", "H", "F", "O", "O", "H", "F", "O", "C", "C", "O", "H", "H", "O", "C", "H", "F", "O", "C", "C", "F", "C", "H", "F", "H", "H", "O", "F", "F", "C", "H", "H", "C", "F", "H"],
  "coordinates": [[1.908, -6.942, 2.057], [4.946, 2.477, -1.716], [2.564, -5.589, -0.769], [4.073, -5.596, -0.423], [0.269, 5.613, -5.842], [-2.669, -4.928, -2.347], [-5.925, 5.342, -0.213], [3.540, 7.408, -4.776], [2.517, 6.854, -4.576], [-0.590, 1.618, -0.359], [4.970, 1.194, 4.448], [-1.357, -1.853, 2.760], [4.161, -5.584, 1.669], [0.947, -7.132, 2.534], [3.817, -4.555, -2.405], [-1.179, 1.912, 2.793], [-0.378, 3.233, -10.992], [4.829, -1.545, 8.702], [4.447, -4.878, 0.883], [-4.922, 3.145, 4.919], [2.215, -6.624, -0.848], [1.849, -5.203, -0.040], [-7.319, -2.234, 0.839], [0.561, -8.078, 2.150], [0.295, 2.642, 4.872], [-5.827, -0.140, 2.349], [-2.330, 3.836, -10.108], [-0.249, 1.421, 4.658], [5.513, -0.040, 4.228], [-5.014, 4.625, 3.677], [-4.028, 5.879, 0.775], [-3.002, -1.485, -0.080], [5.894, 0.549, 2.158], [4.718, -4.928, -1.496], [4.565, 1.220, -1.434], [-1.694, 1.425, -6.718], [-0.518, 6.502, -4.471], [-1.672, -4.232, -3.121], [-5.087, -0.785, 0.531], [-2.520, 0.792, -8.496], [0.696, 0.902, -0.832], [-5.163, -2.222, 3.379], [1.114, 5.131, -3.930], [-2.373, 4.381, 0.671], [-5.292, -2.296, 2.301], [-0.438, 2.408, 0.751], [0.244, 0.159, -1.887], [-1.305, 0.837, -0.077], [-2.126, 1.694, -8.037], [-3.132, 3.175, 3.686], [-0.492, 0.632, 5.958], [1.649, 0.689, 1.049], [0.429, -4.053, -2.366], [1.534, -4.936, 4.087], [4.700, 0.670, -0.398], [4.099, 0.612, -2.545], [2.104, -0.505, -0.112], [-3.984, -2.279, 1.713], [-1.721, -2.270, -4.096], [1.237, 0.038, 0.274], [-3.189, 4.791, 0.078], [0.596, -1.890, 1.431], [2.569, -4.919, -2.029], [4.545, 2.863, -3.038], [4.019, -3.981, -3.416], [4.427, -6.613, -0.238], [-0.439, 3.313, -8.118], [3.877, -3.958, 1.012], [1.422, 5.185, -1.725], [-3.903, 4.577, 5.602], [5.753, -1.046, 8.997], [-0.346, -3.791, 2.487], [1.110, -5.731, 4.700], [-3.524, 2.343, -5.814], [-5.830, -3.215, 2.073], [-3.113, -2.645, -3.179], [-3.956, -1.499, 0.625], [5.519, -4.708, 0.920], [4.846, -1.140, 5.028], [-1.428, 2.837, -10.255], [5.132, -0.876, 6.396], [4.031, -0.125, 2.246], [3.793, -1.064, 4.760], [-2.969, 6.669, -1.130], [-1.910, 2.028, -10.813], [0.143, 6.192, -2.273], [1.493, -1.691, 2.395], [-2.382, -3.100, -3.853], [4.735, 1.193, -4.429], [6.846, 0.046, 4.421], [-5.512, 5.693, 0.737], [1.165, -2.639, 0.452], [-1.008, 2.346, -8.865], [-2.582, 5.379, -1.058], [1.901, -7.772, 4.314], [-0.116, 4.468, -2.280], [-0.164, -7.591, 4.633], [1.280, 7.236, -4.975], [-0.076, 1.353, -9.046], [-2.956, -3.527, -4.671], [-0.671, -2.610, 1.894], [-0.697, -2.874, -1.670], [0.964, 4.134, -4.338], [-4.217, 3.868, 4.493], [-1.631, -6.896, 6.167], [5.342, -2.045, 4.674], [-2.434, 1.975, -3.519], [-0.743, -6.696, 5.431], [4.857, -1.947, 7.212], [-1.463, 1.538, 3.775], [-3.785, 2.489, 2.702], [0.532, 0.938, 6.795], [-6.010, 5.115, 1.512], [-2.959, 2.404, -8.005], [5.877, -2.833, 7.080], [-2.178, 2.251, -5.734], [-2.118, 0.250, -4.457], [-1.815, 0.510, 3.636], [-1.209, -2.896, 0.988], [-3.856, 3.975, -0.217], [-8.053, -1.309, 2.052], [-2.291, 4.065, 3.115], [-1.895, 1.577, -4.382], [-2.597, 7.436, -1.949], [5.806, -1.415, 2.258], [-5.879, -1.017, 1.698], [-2.233, -5.125, -1.116], [-1.232, -4.927, -3.840], [-1.256, 2.361, -1.304], [-1.385, 1.006, 6.468], [-0.598, 1.793, -4.017], [-2.912, -5.466, -0.199], [-0.162, -5.471, 5.244], [2.615, 2.123, -5.209], [-0.562, -0.693, 5.805], [-3.736, 7.009, -0.084], [-7.331, -1.217, 1.237], [1.064, -7.125, 4.058], [-0.919, -4.853, -1.013], [0.194, -6.390, 2.258], [2.031, 2.150, -3.598], [2.451, 5.651, -3.966], [5.322, -0.208, 2.701], [3.795, 3.651, -3.021], [1.562, 1.837, -1.293], [-2.442, 2.311, 4.463], [2.690, 1.583, -4.267], [0.634, 5.236, -2.476], [0.713, 0.738, 3.945], [-0.599, -3.892, -2.057], [-7.646, -0.412, 0.582], [3.712, -2.524, 6.831], [-5.914, 6.707, 0.836], [2.220, 0.602, -4.264], [0.176, -0.740, 0.807], [-1.604, 3.447, -5.820], [4.571, -2.613, 9.465], [4.085, 1.543, -3.628], [1.831, -5.754, 5.530], [5.492, 3.141, -3.500], [0.415, 6.116, -4.882], [3.845, -0.628, 8.851], [-3.653, 5.959, 1.794]],
  "lowdin_charge": [0.067, 0.075, -0.089, -0.302, 0.127, 0.092, 0.095, 0.177, -0.564, -0.250, 0.116, 0.121, 0.075, -0.015, -0.575, 0.129, 0.112, -0.290, -0.013, 0.174, 0.130, 0.114, 0.085, 0.090, 0.140, 0.149, 0.094, -0.424, -0.445, 0.076, -0.285, 0.155, 0.166, 0.110, -0.581, 0.048, 0.137, -0.277, 0.098, 0.153, -0.416, 0.138, -0.284, 0.109, -0.061, 0.072, 0.114, 0.158, -0.052, -0.539, -0.306, 0.149, 0.116, 0.126, 0.159, 0.089, 0.153, 0.055, 0.076, -0.050, -0.105, -0.540, 0.045, -0.057, 0.179, 0.147, 0.132, 0.080, 0.090, 0.107, 0.175, 0.092, -0.126, 0.144, 0.137, 0.088, -0.571, 0.089, -0.048, -0.311, 0.054, 0.060, 0.152, -0.579, 0.173, 0.084, 0.177, -0.010, 0.150, 0.135, -0.031, 0.132, -0.428, 0.061, 0.148, 0.063, 0.090, 0.079, 0.100, 0.086, -0.278, 0.124, 0.123, -0.264, 0.191, 0.152, 0.166, -0.577, -0.546, -0.045, 0.135, 0.089, 0.072, 0.142, 0.134, -0.547, 0.106, 0.145, 0.152, 0.133, 0.089, 0.154, -0.261, 0.167, 0.063, -0.306, -0.607, 0.151, 0.068, 0.171, 0.067, 0.158, 0.070, 0.092, 0.123, 0.090, -0.014, -0.283, 0.041, 0.084, 0.046, 0.055, -0.269, 0.123, 0.134, 0.056, -0.020, -0.004, 0.097, -0.051, 0.087, 0.161, 0.096, 0.090, 0.031, 0.171, 0.118, -0.299, 0.132, 0.140, -0.095, 0.095, 0.139],
  "e_homo_ev": -10.805,
  "de_lowest_ev": 0.000,
  "e_lumo_ev": -0.11,
  "orbital_gap_ev": 10.699
}